[1]
Below is C23H26BrO2P2Ti as an isolated structure, with properties calculated with wB97M-V/def2-TZVPD.

```
55
C23H26BrO2P2Ti (wB97M-V/def2-TZVPD)
Ti 0.05301 -0.28731 -0.28939
C -1.31859 0.95195 1.29641
C -2.19511 0.22332 0.47303
C -2.14898 -1.17432 0.46045
C -1.22833 -1.85023 1.27392
C -0.36824 -1.12832 2.11091
C -0.40793 0.27126 2.12075
H -1.39821 2.02967 1.34971
H -2.92865 0.74356 -0.13108
H -2.83828 -1.73293 -0.16076
H -1.20464 -2.93246 1.27349
H 0.29990 -1.65502 2.78063
H 0.22413 0.82857 2.80022
C 1.36792 3.48167 -0.25287
P 0.86127 2.00450 -1.16632
C -0.33755 2.60801 -2.36916
C 2.32643 1.35073 -1.99064
C 2.76428 1.82772 -3.21845
C 3.89639 1.27611 -3.81174
C 4.57991 0.24181 -3.19009
C 4.15099 -0.24374 -1.95932
C 3.03205 0.31551 -1.34951
P 2.48644 -0.22511 0.28552
C 3.10284 0.91721 1.54751
C 3.22117 -1.81631 0.67420
H 1.52688 4.26220 -1.00087
H 2.30150 3.32148 0.27558
H 0.60014 3.82287 0.44223
H 0.16552 3.31736 -3.02873
H -1.12178 3.14963 -1.83758
H -0.77333 1.80717 -2.95897
H 2.23959 2.62654 -3.72738
H 4.23949 1.65789 -4.76446
H 5.45592 -0.18688 -3.65877
H 4.70318 -1.04749 -1.48915
H 4.09869 1.25835 1.25819
H 3.18416 0.38973 2.49976
H 2.45501 1.77605 1.68608
H 4.30252 -1.67837 0.74601
H 2.98015 -2.55419 -0.08804
H 2.86256 -2.15785 1.64548
Br 1.93978 -4.55062 -1.94305
C 1.41754 -3.53859 -3.43094
C 1.66382 -4.10471 -4.66311
C 1.30403 -3.43086 -5.82717
C 0.69018 -2.17870 -5.79167
C 0.42812 -1.60689 -4.57396
C 0.78655 -2.26843 -3.36851
C 0.44650 -1.60595 -2.17792
O -0.17601 -0.42257 -2.16623
O 0.67640 -2.00510 -0.95739
H 2.13314 -5.07695 -4.71911
H 1.50453 -3.90471 -6.78048
H 0.41278 -1.67905 -6.70871
H -0.06797 -0.64863 -4.51993
```

Calculated values
* HOMO: -0.640 hartree
* spin multiplicity: 1
* lowest unoccupied orbital energy: -0.420 hartree
* DFT total energy: -140079.143 eV
* net charge: +3
* frontier orbital gap: 6.01 eV
* strongest force on any atom: 0.6 eV/Å

---

[2]
Below is one molecule with the formula C4H12N2 in a non-equilibrium geometry, with properties calculated with wB97M-V/def2-TZVPD.

```
18
C4H12N2 (wB97M-V/def2-TZVPD)
N -2.44917 -0.20934 0.35374
C -1.43504 -0.31118 -0.74177
C -0.44085 0.83498 -0.62282
C 0.49042 0.81208 0.57856
C 1.41779 -0.37473 0.74466
N 2.40853 -0.42259 -0.31743
H -1.94804 -0.72792 1.08168
H -3.17786 -0.89305 0.14257
H -0.87355 -1.25266 -0.77201
H -1.99059 -0.12862 -1.66393
H 0.16303 0.80678 -1.53914
H -0.99384 1.75884 -0.73622
H 1.09709 1.72781 0.58974
H -0.09945 0.98152 1.49037
H 0.81380 -1.29462 0.70265
H 1.78521 -0.31700 1.76691
H 3.19935 -1.04404 -0.21865
H 1.96875 -0.69451 -1.18563
```

Calculated values
* HOMO: -0.336 hartree
* structure (SMILES): NCCCCN
* spin multiplicity: 1
* lowest unoccupied orbital energy: 0.037 hartree
* energy relative to the best compared isomer or geometry (same formula, charge and spin): 15.3 kcal per mole
* DFT total energy: -7322.364 eV
* net charge: 0
* frontier orbital gap: 10.16 eV
* strongest force on any atom: 2.0 eV/Å

---

[3]
Below is a 3-piece molecular cluster, C25H31BrNO4P overall in a non-equilibrium geometry, with properties calculated with wB97M-V/def2-TZVPD.

```
63
C25H31BrNO4P (wB97M-V/def2-TZVPD)
C 1.84894 -2.19881 1.58244
C 2.51075 -1.31697 0.52481
Br 3.15139 -2.52976 -0.90721
C 1.56234 -0.28004 -0.16822
C 0.09600 -0.35975 0.24594
C -0.82436 -0.94506 -0.59544
C -2.14484 -0.96268 -0.19780
C -2.50209 -0.40905 1.01512
C -1.59863 0.17540 1.86578
C -0.27297 0.20325 1.46401
P 0.88742 1.05620 2.60025
N 0.18923 1.28888 3.99449
C -3.98258 -0.43815 1.35057
O -4.42104 -0.71879 2.44703
C -4.86134 -0.11909 0.16068
C -5.93783 0.71664 0.28935
C -6.66101 0.99294 -0.86182
C -6.32139 0.41921 -2.06018
C -5.23331 -0.42223 -2.19036
C -4.50434 -0.67555 -1.05618
C -3.26025 -1.53488 -1.05684
O -3.15404 -2.57419 -1.67462
H 1.49424 -1.64759 2.45810
H 0.98340 -2.72682 1.17336
H 2.59489 -2.90975 1.95207
H 3.37640 -0.76882 0.90034
H 1.61491 -0.37665 -1.25527
H 1.88278 0.75280 0.03839
H -0.55214 -1.38577 -1.55095
H -1.89769 0.63247 2.80540
H 1.20452 2.31479 2.02162
H 2.10255 0.34874 2.71799
H 0.73103 0.85610 4.73521
H -6.15811 1.15003 1.25742
H -7.49661 1.67899 -0.75904
H -6.93849 0.69704 -2.91164
H -4.95777 -0.84568 -3.15025
C 7.56641 -2.92759 -2.37905
C 8.53874 -3.88762 -1.70616
C 8.72520 -3.23738 -0.34339
O 7.49938 -2.56528 -0.03944
C 6.68010 -2.51655 -1.21321
H 7.00688 -3.37180 -3.20142
H 8.10748 -2.05944 -2.76424
H 8.07264 -4.86949 -1.59246
H 9.47555 -4.01673 -2.24686
H 9.52638 -2.49053 -0.36588
H 8.94786 -3.96064 0.44223
H 5.85204 -3.21777 -1.07720
H 6.26810 -1.51323 -1.32946
C -2.92257 4.48425 -0.80965
C -2.71805 4.55034 0.69798
C -4.10453 4.19998 1.21580
O -4.69235 3.32087 0.24911
C -3.89682 3.32358 -0.94098
H -2.00243 4.33112 -1.37240
H -3.38889 5.40750 -1.16262
H -1.99807 3.78824 1.00907
H -2.36409 5.51720 1.05311
H -4.73741 5.09029 1.29476
H -4.07783 3.70632 2.18852
H -3.36764 2.36423 -0.99782
H -4.54604 3.41273 -1.81287
```

Calculated values
* HOMO: -0.328 hartree
* structure (SMILES): C[C@@H](Br)Cc1cc2c(cc1[PH2]=N)C(=O)c1ccccc1C2=O.C1CCOC1.C1CCOC1
* spin multiplicity: 1
* lowest unoccupied orbital energy: -0.022 hartree
* energy relative to the best compared isomer or geometry (same formula, charge and spin): 9.6 kcal per mole
* DFT total energy: -115437.388 eV
* net charge: 0
* frontier orbital gap: 8.32 eV
* strongest force on any atom: 1.8 eV/Å

---

[4]
Below is one molecule with the formula C23H22N4O in a non-equilibrium geometry, with properties calculated with wB97M-V/def2-TZVPD.

```
50
C23H22N4O (wB97M-V/def2-TZVPD)
C -3.51484 -0.76010 -1.09017
C -3.98195 -0.41040 0.10521
C -5.36543 -0.13024 0.45973
C -5.66131 0.20634 1.78258
C -6.95671 0.47796 2.17768
C -7.98990 0.42051 1.25731
C -7.71348 0.08997 -0.05948
C -6.41839 -0.18186 -0.45534
C -2.07022 -1.05184 -1.37638
N -1.19744 -0.56322 -0.32678
C 0.05005 -1.27718 -0.16876
C 1.09355 -0.90673 -1.23999
N 1.30542 0.52137 -1.21763
C 2.37254 1.11329 -0.64317
N 2.33234 2.44526 -0.48053
C 3.37456 3.08002 0.02525
N 4.51815 2.57377 0.42835
C 4.59495 1.24589 0.28599
C 3.55871 0.46559 -0.24466
O 3.90086 -0.86290 -0.27654
C 5.16012 -0.93913 0.23574
C 5.91215 -2.09001 0.39920
C 7.17478 -1.94531 0.94277
C 7.67385 -0.69640 1.31162
C 6.92460 0.45038 1.14872
C 5.65211 0.32682 0.60450
C 0.08548 1.27083 -1.43043
C -0.96151 0.86798 -0.37706
H -4.16851 -0.88094 -1.94264
H -3.27102 -0.32224 0.91625
H -4.85907 0.25258 2.50564
H -7.16306 0.73567 3.20652
H -9.00386 0.63214 1.56306
H -8.51542 0.04412 -0.78238
H -6.22461 -0.43686 -1.48599
H -1.95118 -2.13975 -1.44278
H -1.82095 -0.64327 -2.37082
H -0.14293 -2.35137 -0.18663
H 0.45588 -1.01674 0.81510
H 2.02619 -1.43558 -1.06092
H 0.71802 -1.18125 -2.23284
H 3.26115 4.15225 0.12056
H 5.52214 -3.05365 0.11248
H 7.78920 -2.82167 1.08511
H 8.66608 -0.63191 1.73227
H 7.29832 1.42185 1.42951
H -0.28144 1.05071 -2.43845
H 0.31882 2.33139 -1.35159
H -0.59961 1.18067 0.60758
H -1.90719 1.37322 -0.57672
```

Calculated values
* HOMO: -0.289 hartree
* structure (SMILES): C(=C\c1ccccc1)/CN1CCN(c2ncnc3c2oc2ccccc23)CC1
* spin multiplicity: 1
* lowest unoccupied orbital energy: 0.017 hartree
* energy relative to the best compared isomer or geometry (same formula, charge and spin): 34.7 kcal per mole
* DFT total energy: -32215.748 eV
* net charge: 0
* frontier orbital gap: 8.31 eV
* strongest force on any atom: 1.1 eV/Å